No. 1
8
Properties=species:S:1:pos:R:3:forces:R:3 method="wB97M-V/def2-TZVPD" de_lowest_kcal_mol=82.8 spin_multiplicity=1 homo_lumo_gap_ev=10.62 max_force_ev_per_a=2.33
C -1.7568 -0.3320 0.2051 0.428 0.675 0.321
C 1.4070 0.1085 0.0271 -0.945 -1.564 -1.221
C -0.1108 0.2539 0.3221 2.272 0.520 0.043
O -2.6600 0.1111 0.8199 0.338 -0.590 -0.446
O -1.2445 -1.0285 -0.6567 -0.752 -0.692 -0.128
O 0.4367 1.0016 -0.5779 -0.214 0.722 -0.022
H 2.2227 0.5835 0.5802 -0.692 -0.113 0.143
H 1.7058 -0.6980 -0.7197 -0.434 1.042 1.309

---

No. 2
112
Properties=species:S:1:pos:R:3:forces:R:3 method="wB97M-V/def2-TZVPD" smiles="NC(N)=O.NC(N)=O.CC(C)O.CC(C)O.CC(C)O.CC(C)O.CC(C)O.CC(C)O.CC(C)O.CC(C)O" de_lowest_kcal_mol=273.4 spin_multiplicity=1 homo_lumo_gap_ev=9.53 max_force_ev_per_a=13.60
C -1.9449 -2.6056 1.8554 3.302 5.223 5.214
O -1.0159 -1.8646 2.5134 -4.183 -3.474 -3.033
N -3.1429 -2.8606 2.3684 -3.638 -0.139 1.933
N -1.7469 -3.1016 0.6874 2.188 -0.162 -4.480
H -3.4929 -2.3926 3.2194 1.143 -0.315 -0.675
H -3.9749 -3.1156 1.8044 1.401 0.175 0.139
H -0.9869 -2.6236 0.0934 -0.816 -1.295 0.776
H -2.3799 -3.7566 0.2524 0.010 0.339 0.013
C 1.1061 -5.3096 0.9424 0.901 5.306 -4.738
O 1.4951 -4.5746 -0.1076 -1.386 -3.364 3.306
N 1.8821 -6.1716 1.4894 2.915 -3.847 0.596
N 0.0601 -4.9846 1.6234 -6.150 2.543 2.496
H 2.6001 -6.5566 0.9074 0.382 0.022 -0.020
H 1.7181 -6.6386 2.3634 -0.348 0.001 -0.052
H -0.5909 -4.1826 1.3114 2.105 -1.630 -0.107
H -0.3909 -5.2886 2.5364 1.924 -0.418 -1.655
C 5.4261 1.1254 0.5334 -1.049 -2.009 0.106
C 6.0091 1.0504 1.9224 -9.681 -7.365 0.050
C 6.3861 -0.3326 2.3354 -0.929 -3.419 -1.988
O 6.9061 1.8334 2.1274 9.400 9.546 2.324
H 4.7601 1.9524 0.4154 -0.436 0.563 -0.027
H 4.8751 0.1624 0.3364 0.431 1.059 -0.230
H 6.2391 1.2604 -0.1296 0.857 -0.126 -1.017
H 5.2251 1.3544 2.6454 -1.085 -0.892 -0.293
H 7.1831 -0.7466 1.6634 -0.269 0.405 0.706
H 5.5311 -1.0536 2.1654 0.562 0.886 -0.263
H 6.5671 -0.5916 3.3564 0.778 0.812 0.859
H 6.4411 2.5784 2.5294 1.527 0.584 -0.257
C -3.6489 -3.3316 -2.1866 4.595 -2.698 -0.442
C -4.1249 -1.9596 -2.2036 8.269 0.477 -1.734
C -3.8389 -1.2616 -3.4976 -1.143 -0.376 -2.166
O -5.3329 -2.0306 -1.9156 -10.116 -0.981 3.956
H -3.7659 -3.6816 -1.1476 -0.092 -0.336 -0.271
H -2.4779 -3.4706 -2.4366 -2.562 0.315 0.504
H -4.2219 -3.9626 -2.8546 -0.097 -0.213 -0.160
H -3.5289 -1.4796 -1.4386 0.502 0.931 0.566
H -4.5589 -1.5816 -4.3126 0.718 -0.121 0.875
H -2.8339 -1.3646 -3.9146 -0.025 -0.234 0.469
H -4.0419 -0.2256 -3.4316 -0.105 1.295 0.331
H -5.4529 -2.7026 -1.1456 -0.060 1.899 -2.019
C 1.7181 -0.3136 -1.4546 0.692 -1.527 -2.059
C 0.6481 -0.9226 -0.6446 -2.806 7.969 0.239
C -0.7899 -0.3986 -1.0206 0.393 0.885 0.671
O 0.5091 -2.1576 -0.7286 -0.413 -9.583 -2.068
H 1.6811 -0.6906 -2.5376 -0.071 0.667 1.385
H 2.6591 -0.6306 -1.0426 0.772 -0.192 0.083
H 1.7031 0.7334 -1.4086 -0.095 1.575 -0.116
H 0.8321 -0.8316 0.3934 0.265 2.174 1.649
H -0.7629 0.7084 -1.1396 -0.440 -0.780 -0.111
H -1.5009 -0.6776 -0.2276 0.361 0.513 0.098
H -1.2279 -0.9306 -1.8856 0.787 0.467 -0.137
H 1.3531 -2.5376 -0.5096 0.331 -1.750 0.247
C 4.6351 -3.5836 1.0874 0.936 -2.011 -2.525
C 3.8321 -3.3316 2.2684 1.378 6.105 0.462
C 2.7471 -2.2946 2.0804 0.536 0.706 1.379
O 3.3041 -4.3346 2.8884 -1.429 -4.696 2.772
H 4.9611 -4.6156 1.1944 -0.051 -0.527 -0.287
H 5.5951 -3.1086 1.1234 0.278 0.967 -0.330
H 4.1531 -3.5096 0.0824 0.235 0.150 0.803
H 4.5371 -2.8546 2.9654 0.027 -0.196 0.261
H 2.5791 -1.7186 3.0114 -0.113 -0.439 -0.377
H 1.8571 -2.7966 1.8094 -1.201 -0.280 -0.461
H 3.0461 -1.6076 1.3494 0.200 1.266 -1.340
H 2.6391 -4.6926 2.3074 -0.224 -0.499 0.056
C -2.6309 4.0954 -4.5756 0.313 0.043 0.165
C -3.3789 3.3084 -3.5426 3.561 -6.021 -3.633
C -2.5889 2.3284 -2.6616 1.796 1.463 -2.326
O -4.1629 3.9714 -2.8256 -5.526 5.988 4.835
H -2.0799 4.9574 -4.1786 -0.449 0.034 -0.103
H -3.3119 4.3034 -5.4046 0.205 0.566 0.088
H -1.9099 3.4134 -4.9316 1.096 -0.629 -0.929
H -4.0619 2.6484 -4.0786 0.379 -0.969 -1.237
H -3.2289 1.7144 -2.1196 -1.016 -1.200 0.850
H -1.9639 2.8904 -2.0176 0.527 0.643 1.128
H -1.8589 1.7854 -3.2876 -0.603 -0.265 0.224
H -4.7189 4.4434 -3.4666 -0.268 0.309 0.944
C 2.2341 1.8044 1.5424 -1.567 -0.262 0.727
C 0.6411 1.8484 1.6484 5.599 -8.226 -0.495
C 0.1811 1.0114 2.8044 -1.096 -2.412 0.449
O 0.2351 3.0114 1.6684 -4.198 9.966 -0.658
H 2.6231 0.8274 1.7104 0.131 -1.073 -0.142
H 2.5871 2.3414 2.4164 0.397 0.720 -0.075
H 2.5901 2.1524 0.5884 0.139 0.592 -0.115
H 0.3021 1.5284 0.6884 -0.415 -1.493 -0.603
H -0.8769 0.6774 2.6324 0.890 0.523 0.412
H 0.2431 1.5204 3.7794 0.043 0.170 -0.371
H 0.7091 0.0224 2.9284 -0.299 1.098 -0.322
H 0.4561 3.5224 2.4204 0.369 0.503 1.581
C 2.3821 5.8174 -1.8286 -0.356 1.592 -0.216
C 1.3561 5.2974 -0.8466 -3.715 1.322 -7.670
C 0.6521 4.0864 -1.5446 -1.387 -0.249 -0.155
O 1.8771 4.9434 0.2334 4.978 -1.525 6.273
H 1.8831 6.0414 -2.7776 0.105 -0.612 -0.121
H 3.2161 5.1304 -1.9486 0.126 0.150 -0.044
H 2.6621 6.8474 -1.5416 0.653 -0.608 0.285
H 0.6551 6.1254 -0.7076 -0.636 0.129 -0.169
H 0.0201 4.2874 -2.4966 1.046 -0.183 1.747
H 0.0981 3.4864 -0.7886 -0.510 0.829 -0.404
H 1.3941 3.3364 -1.7586 0.845 -0.058 -0.712
H 1.2521 4.6254 0.8504 -1.053 -0.816 0.893
C -3.4209 0.7634 1.3574 -0.640 -0.915 -1.020
C -4.9299 1.2394 1.2474 5.925 4.758 -5.658
C -5.4739 1.0724 -0.1846 2.176 -2.669 0.748
O -5.7259 0.6424 1.9734 -3.907 -8.001 7.532
H -3.5289 -0.2906 1.0834 0.176 -0.279 -0.171
H -2.7849 0.6854 2.2654 -1.130 0.842 -0.112
H -2.8079 1.1864 0.5344 -0.447 0.093 0.570
H -5.0579 2.2464 1.5724 1.099 2.014 -0.629
H -5.2939 0.0314 -0.5626 -0.285 0.496 0.721
H -5.0149 1.6204 -0.9056 1.225 2.233 -2.008
H -6.4969 1.2214 -0.1906 -2.154 0.515 -0.021
H -6.5649 1.0124 1.9884 -2.224 0.943 0.059

---

No. 3
19
Properties=species:S:1:pos:R:3:forces:R:3 method="wB97M-V/def2-TZVPD" de_lowest_kcal_mol=51.2 spin_multiplicity=1 homo_lumo_gap_ev=12.51 charge=+1 max_force_ev_per_a=3.50
C -0.7670 -0.1717 1.8651 -0.304 -2.017 -0.048
C -1.0911 -0.7752 3.1511 -0.994 -0.311 0.642
C 1.8160 -0.0377 -0.6612 0.954 -1.409 -0.127
C -0.0358 1.6596 -1.2520 1.398 -0.567 -1.733
C -0.4757 -0.8347 -1.7646 -1.688 2.435 1.871
C 0.3314 0.2220 -0.8858 -1.215 -1.300 -1.197
N -0.4809 0.0228 0.7771 1.199 0.546 -1.013
H -2.1324 -1.1061 3.3445 0.316 0.395 -1.042
H -0.4967 -1.6312 3.4781 0.482 0.211 -0.756
H -0.9606 -0.0184 3.8666 0.379 1.087 1.252
H 2.4180 0.2896 -1.5572 -1.056 0.014 0.545
H 2.1190 0.6354 0.1463 0.365 -0.445 0.048
H 2.2196 -1.1631 -0.5428 -1.524 2.527 0.170
H -0.0753 1.5591 -2.4294 0.181 0.857 2.351
H -0.9418 2.1401 -0.8788 -0.065 -0.676 -0.060
H 0.8264 2.2577 -0.9204 -0.425 0.240 -0.453
H -0.8628 -0.2994 -2.6740 0.771 -0.859 0.673
H -0.0078 -1.7796 -1.9264 0.481 -0.381 -0.181
H -1.4024 -0.9690 -1.1362 0.745 -0.346 -0.942